# 1
The following is a DFT calculation (ωB97M-V/def2-TZVPD) of 5 unconnected molecules or ions with the total composition C39H79F10NO26P4S3 at a distorted geometry.

## Properties
F_max: 0.078 Eh/bohr
Orbital gap: 9.7 eV
HOMO level: -9.72 eV
Energy: -7103.3538 Ha

Each line ends with the Löwdin charge.
Element x y z (Å)
C1 1.3673 0.9788 4.8435  -0.111
N1 0.3473 0.5726 3.8727  -0.087
C2 0.6236 1.1406 2.5538  -0.181
C3 -0.1084 0.3736 1.4047  -0.168
C4 1.0034 -0.0372 0.4369  -0.284
C5 0.7261 -0.9926 -0.7337  -0.169
S1 -0.2187 -2.4625 -0.3971  0.676
O1 0.7173 -3.5014 -0.0468  -0.335
O2 -0.9889 -2.7604 -1.5710  -0.317
O3 1.7172 1.1298 -0.0552  -0.150
S2 0.8909 2.2323 -0.8120  0.633
O4 1.5721 3.4732 -0.6063  -0.252
O5 0.6896 1.8532 -2.1679  -0.213
C6 -0.6853 2.4627 0.0784  -0.242
S3 -1.8941 3.3983 -0.9153  0.778
O6 -1.8439 3.0783 -2.3007  -0.218
O7 -3.1906 3.2887 -0.3107  -0.234
C7 -1.4494 5.2178 -0.8474  -0.465
F1 -0.3027 5.4574 -1.4650  0.140
F2 -2.4159 5.7482 -1.5870  0.152
C8 -1.4929 5.8805 0.5746  -0.368
F3 -2.4996 6.7537 0.5938  0.179
F4 -1.7208 4.9853 1.5420  0.153
C9 -0.2259 6.7170 0.8985  -0.565
F5 -0.3883 7.2228 2.1233  0.186
F6 0.8667 5.9704 0.9054  0.184
F7 -0.1184 7.7305 0.0579  0.210
C10 -1.2845 1.1875 0.7844  -0.287
C11 -2.1336 1.7051 1.9800  -0.132
O8 -2.4114 0.5925 2.8263  -0.031
C12 -3.5852 0.7350 3.5607  -0.469
C13 -4.8626 0.3747 2.8449  0.031
O9 -3.5392 1.0827 4.7163  0.149
C14 -2.2860 0.3739 -0.0532  -0.104
O10 -1.9065 0.3207 -1.4207  0.020
C15 -2.8481 -0.1951 -2.2496  -0.723
F8 -3.8094 0.6966 -2.5067  0.183
F9 -3.4521 -1.2737 -1.7338  0.162
F10 -2.2601 -0.5350 -3.3808  0.205
H1 2.3924 0.8554 4.4671  0.084
H2 1.1957 2.0016 5.1814  0.074
H3 1.2550 0.3475 5.7274  0.083
H4 0.4674 -0.4312 3.7666  0.108
H5 1.7088 1.0381 2.3924  0.121
H6 0.4315 2.2114 2.5225  0.090
H7 -0.4877 -0.5368 1.8749  0.138
H8 1.7411 -0.5531 1.0547  0.164
H9 1.6917 -1.4032 -1.0415  0.129
H10 0.3248 -0.5006 -1.6196  0.095
H11 -1.0006 -2.2657 0.6935  0.076
H12 -0.4005 3.1285 0.8975  0.095
H13 -1.6539 2.5251 2.5216  0.139
H14 -3.0898 2.0874 1.6202  0.113
H15 -4.8939 -0.7056 2.6767  0.097
H16 -4.9309 0.8695 1.8741  0.081
H17 -5.7179 0.6336 3.4629  0.093
H18 -2.4343 -0.6148 0.3899  0.133
H19 -3.2591 0.8654 0.0189  0.127
O11 4.1386 7.5635 -5.2516  -0.215
P1 4.7817 6.6388 -4.3142  0.398
O12 6.1479 7.2187 -3.7289  -0.177
C16 6.1362 8.4783 -3.0477  -0.266
C17 5.4711 8.3960 -1.6860  -0.074
O13 5.3878 5.4101 -5.1513  -0.186
C18 5.2071 5.3078 -6.5634  -0.284
C19 6.3713 5.9214 -7.3124  -0.073
O14 4.2467 5.7736 -3.1026  -0.166
C20 2.8358 5.7661 -2.7705  -0.242
C21 1.9784 5.3009 -3.9302  -0.062
H20 5.6475 9.2294 -3.6730  0.114
H21 7.1802 8.7681 -2.9374  0.117
H22 4.3916 8.2591 -1.7820  0.063
H23 5.6405 9.3148 -1.1240  0.079
H24 5.8617 7.5517 -1.1177  0.079
H25 4.2635 5.7618 -6.8660  0.105
H26 5.1396 4.2416 -6.7855  0.116
H27 6.5451 6.9472 -6.9864  0.076
H28 6.1815 5.9208 -8.3866  0.076
H29 7.2856 5.3581 -7.1204  0.076
H30 2.5353 6.7650 -2.4412  0.113
H31 2.7224 5.0941 -1.9248  0.092
H32 2.0156 6.0125 -4.7579  0.072
H33 0.9394 5.2014 -3.6206  0.067
H34 2.3298 4.3380 -4.3021  0.091
O15 -1.3397 -6.4344 3.7304  -0.217
P2 -2.1968 -7.2800 2.8941  0.400
O16 -3.4827 -6.5012 2.3625  -0.171
C22 -3.2924 -5.2995 1.6093  -0.266
C23 -2.7420 -5.5620 0.2206  -0.060
O17 -2.9357 -8.3436 3.8406  -0.185
C24 -2.6732 -8.4080 5.2425  -0.283
C25 -3.6615 -7.5699 6.0256  -0.073
O18 -1.9056 -8.2852 1.7050  -0.171
C26 -0.5470 -8.5517 1.2833  -0.245
C27 0.3070 -9.0970 2.4094  -0.077
H35 -2.6355 -4.6227 2.1652  0.108
H36 -4.2723 -4.8282 1.5421  0.119
H37 -1.7003 -5.8880 0.2669  0.068
H38 -2.7772 -4.6538 -0.3841  0.068
H39 -3.3124 -6.3443 -0.2801  0.078
H40 -1.6476 -8.1080 5.4576  0.105
H41 -2.7692 -9.4582 5.5224  0.116
H42 -3.6847 -6.5461 5.6512  0.076
H43 -3.3977 -7.5520 7.0838  0.077
H44 -4.6683 -7.9774 5.9250  0.077
H45 -0.1083 -7.6397 0.8716  0.112
H46 -0.6209 -9.2736 0.4730  0.119
H47 0.4550 -8.3478 3.1894  0.069
H48 1.2879 -9.3868 2.0325  0.081
H49 -0.1697 -9.9647 2.8665  0.086
O19 -6.6071 -6.8406 -3.4774  -0.215
P3 -5.8783 -7.3363 -4.6483  0.398
O20 -6.7370 -8.3586 -5.5157  -0.175
C28 -8.0096 -7.9460 -6.0302  -0.265
C29 -7.8813 -6.9419 -7.1602  -0.075
O21 -4.7399 -8.3492 -4.1421  -0.185
C30 -4.5255 -8.5953 -2.7520  -0.285
C31 -5.3025 -9.8052 -2.2787  -0.069
O22 -4.9907 -6.6247 -5.7528  -0.171
C32 -4.7322 -5.2031 -5.6647  -0.246
C33 -4.0537 -4.8371 -4.3616  -0.076
H50 -8.6191 -7.5413 -5.2188  0.114
H51 -8.4946 -8.8527 -6.3880  0.118
H52 -7.5402 -5.9726 -6.7895  0.063
H53 -8.8459 -6.7910 -7.6452  0.079
H54 -7.1589 -7.2858 -7.9002  0.085
H55 -4.7762 -7.7139 -2.1609  0.096
H56 -3.4542 -8.7697 -2.6357  0.116
H57 -6.3598 -9.7088 -2.5266  0.077
H58 -5.2036 -9.9274 -1.1992  0.077
H59 -4.9332 -10.7081 -2.7669  0.077
H60 -5.6688 -4.6528 -5.7833  0.112
H61 -4.0992 -4.9545 -6.5136  0.120
H62 -4.7199 -5.0098 -3.5139  0.067
H63 -3.7730 -3.7835 -4.3561  0.078
H64 -3.1594 -5.4420 -4.2099  0.088
O23 5.1794 3.1211 3.9551  -0.220
P4 5.4020 4.5378 4.2616  0.401
O24 4.9360 4.9230 5.7337  -0.175
C34 5.4932 4.2226 6.8545  -0.264
C35 6.9413 4.5947 7.1096  -0.074
O25 4.3257 5.4034 3.4389  -0.176
C36 3.4130 4.7749 2.5425  -0.269
C37 2.1081 4.4473 3.2371  -0.058
O26 6.6207 5.5203 4.0261  -0.169
C38 7.8105 5.0641 3.3388  -0.245
C39 7.5077 4.5537 1.9449  -0.074
H65 5.3904 3.1456 6.7013  0.113
H66 4.8794 4.4953 7.7112  0.118
H67 7.5948 4.1921 6.3323  0.064
H68 7.2743 4.1900 8.0653  0.080
H69 7.0645 5.6774 7.1174  0.086
H70 3.8543 3.8801 2.1031  0.109
H71 3.2403 5.4798 1.7289  0.110
H72 2.2745 3.8623 4.1419  0.070
H73 1.4630 3.8848 2.5634  0.045
H74 1.5892 5.3596 3.5365  0.082
H75 8.3018 4.2924 3.9362  0.111
H76 8.4796 5.9206 3.2974  0.120
H77 6.9043 3.6448 1.9803  0.069
H78 8.4331 4.3207 1.4183  0.083
H79 6.9527 5.2997 1.3751  0.082

# 2
The following is a DFT calculation (ωB97M-V/def2-TZVPD) of a molecular structure, C6H14AlBO3 at a distorted geometry.

## Properties
F_max: 0.050 Eh/bohr
Total charge: +2
Orbital gap: 3.3 eV
HOMO level: -16.80 eV
Energy: -729.2145 Ha

Each line ends with the natural charge from an NBO analysis.
Element x y z (Å)
C1 -0.3081 2.2581 -1.5614  -0.629
C2 -1.4705 1.2795 -1.6370  -0.381
C3 -2.0301 0.8630 -0.2111  -0.065
O1 -1.4479 -0.3015 0.3115  -0.351
C4 -0.5158 -0.2287 1.3822  -0.096
C5 0.8735 -0.0875 0.7673  0.022
C6 1.9542 -0.8665 1.5288  -0.122
O2 2.2152 -2.0622 0.6940  -0.821
B1 1.2433 -2.0099 -0.4755  0.499
O3 0.7803 -0.7307 -0.5426  -0.516
H1 -0.3350 2.9010 -0.6778  0.224
H2 -0.3825 2.9318 -2.4190  0.274
H3 0.6585 1.7617 -1.6255  0.212
H4 -2.3253 1.7217 -2.1439  0.250
H5 -1.2222 0.3580 -2.1590  0.237
H6 -1.9664 1.6905 0.4961  0.204
H7 -3.0745 0.5996 -0.4172  0.263
H8 -0.7639 0.5602 2.0953  0.244
H9 -0.6267 -1.1837 1.9116  0.179
H10 1.1462 0.9540 0.6238  0.260
H11 1.6522 -1.1370 2.5474  0.212
H12 2.9020 -0.3393 1.5910  0.273
H13 0.2538 -2.8639 0.0997  -0.120
H14 1.5519 -2.5182 -1.5126  0.075
Al1 1.2379 -3.5500 1.3339  1.673

# 3
The following is a DFT calculation (ωB97M-V/def2-TZVPD) of a single C7H12 molecule.

## Properties
F_max: 0.018 Eh/bohr
Orbital gap: 9.7 eV
HOMO level: -8.58 eV
Energy: -273.8807 Ha

Each line ends with the natural charge from an NBO analysis.
Element x y z (Å)
C1 -1.5087 -1.5055 -0.9268  -0.599
C2 -1.5180 0.0210 -0.7728  -0.430
C3 -0.8077 0.5314 0.4596  -0.014
C4 -1.4828 1.0385 1.4827  -0.381
C5 3.0115 -0.0280 -0.1569  -0.636
C6 1.5260 -0.0613 -0.3600  -0.160
C7 0.6621 0.4706 0.4956  -0.227
H1 -2.1210 -1.8411 -1.7603  0.210
H2 -1.8922 -1.9564 -0.0131  0.207
H3 -0.4928 -1.8892 -1.0533  0.203
H4 -1.1028 0.5034 -1.6546  0.208
H5 -2.5639 0.3308 -0.7082  0.206
H6 -2.5644 1.0772 1.4280  0.193
H7 -1.0145 1.4223 2.3790  0.197
H8 3.4353 -1.0223 -0.0002  0.217
H9 3.5051 0.4113 -1.0247  0.215
H10 3.2518 0.5846 0.7069  0.210
H11 1.1902 -0.4959 -1.2944  0.191
H12 1.0832 0.9286 1.3963  0.191

# 4
The following is a DFT calculation (ωB97M-V/def2-TZVPD) of a molecular structure, C15H17N6OSSe4Tc at a distorted geometry.

## Properties
2S+1: 4
F_max: 0.025 Eh/bohr
Total charge: +1
Orbital gap (alpha / beta): 6.7 / 5.7 eV
HOMO level (alpha / beta): -10.24 / -10.64 eV
Energy: -11070.1887 Ha

Each line ends with the natural charge from an NBO analysis.
Element x y z (Å)
Tc1 0.2344 0.5709 0.0810  0.377
N1 0.2261 -3.5112 1.7336  -0.763
C1 0.0295 -2.2736 1.2625  0.298
S1 1.4497 -1.3613 0.7869  -0.029
N2 -1.2173 -1.8481 1.2247  -0.407
N3 -1.3179 -0.5992 0.7003  -0.175
C2 -2.4969 -0.0826 0.6309  0.012
C3 -2.6067 1.1684 -0.1004  0.171
C4 -3.8215 1.7661 -0.4029  -0.214
C5 -3.8419 2.8627 -1.2416  -0.126
C6 -2.6465 3.3400 -1.7691  -0.243
C7 -1.4674 2.7279 -1.4038  0.068
N4 -1.4389 1.6787 -0.5668  -0.446
H1 1.1430 -3.9195 1.7101  0.416
H2 -0.5702 -4.0861 1.9523  0.419
H3 -3.3523 -0.6257 1.0131  0.230
H4 -4.7319 1.3463 0.0049  0.242
H5 -4.7799 3.3388 -1.4954  0.241
H6 -2.6264 4.1805 -2.4482  0.245
H7 -0.5089 3.0807 -1.7621  0.233
Se1 0.2615 -0.5508 -2.2103  0.001
Se2 0.9565 0.9053 -3.7985  0.177
Se3 2.1222 2.5996 -2.7236  0.055
Se4 2.1160 2.1201 -0.4608  -0.060
C8 4.2813 0.4899 1.9470  -0.252
O1 3.1156 1.2855 2.1678  -0.745
H8 4.3005 -0.3782 2.6089  0.172
H9 5.1959 1.0698 2.0787  0.178
H10 4.2379 0.1440 0.9157  0.189
H11 3.2145 1.7464 3.0059  0.476
N5 -0.8035 3.2219 3.2650  -0.507
C9 -0.4790 2.8516 2.0162  0.262
N6 0.0058 1.6327 1.9617  -0.493
C10 0.0121 1.1650 3.2896  0.161
C11 0.4703 -0.0253 3.8522  -0.227
C12 0.3377 -0.1792 5.2162  -0.196
C13 -0.2304 0.8200 6.0253  -0.190
C14 -0.6543 2.0155 5.4872  -0.230
C15 -0.5075 2.1622 4.1116  0.090
H12 -1.1672 4.1205 3.5326  0.436
H13 -0.5882 3.5075 1.1684  0.226
H14 0.9378 -0.7860 3.2436  0.239
H15 0.6911 -1.0918 5.6785  0.226
H16 -0.3289 0.6506 7.0893  0.230
H17 -1.0732 2.8026 6.1012  0.231